1.
Below is a 8-piece molecular cluster, C45H80ClN2O16 overall, with properties calculated with ωB97M-V with the def2-TZVPD basis set.

```
144
Properties=species:S:1:pos:R:3:forces:R:3
C 1.323 -5.350 0.178 -0.23 0.36 -0.18
C 0.566 -4.353 0.619 0.31 -0.50 -0.01
C -0.381 -3.629 -0.296 0.36 1.02 0.10
C -0.200 -2.124 -0.176 0.05 -0.22 -0.30
C 0.868 -1.493 -0.817 0.10 -0.09 0.15
C 1.841 -2.280 -1.657 0.27 0.32 -0.29
C 3.333 -2.087 -1.317 -0.17 0.26 -0.75
C 4.135 -3.295 -1.730 -0.06 0.13 0.16
O 4.676 -4.023 -0.967 0.46 -0.41 0.51
O 4.253 -3.495 -3.064 -0.35 -0.24 -0.18
C 0.985 -0.109 -0.675 -0.65 0.29 0.43
O 2.006 0.584 -1.265 0.50 -0.72 -0.22
C 3.054 0.973 -0.395 0.51 0.42 0.20
O 2.831 1.316 0.720 -0.60 -0.33 0.61
C 4.420 0.928 -0.940 0.16 -0.05 -0.70
C 4.744 1.383 -2.217 -0.02 -0.27 -0.02
C 6.051 1.275 -2.661 0.36 -0.10 -0.17
C 7.045 0.722 -1.859 -0.45 -0.18 0.48
C 6.717 0.264 -0.586 -0.35 0.17 -0.28
C 5.409 0.376 -0.133 0.21 -0.04 0.23
C 0.022 0.614 0.036 0.18 0.11 0.44
C 0.097 2.115 0.092 -0.60 0.20 -0.63
C -0.863 2.679 -0.953 0.32 -0.09 0.51
O -1.450 1.989 -1.705 -0.50 -0.33 -0.70
Cl -1.043 4.421 -0.958 0.14 0.10 0.18
C -1.013 -0.050 0.669 0.27 0.44 -0.73
C -2.046 0.703 1.455 -0.02 -0.60 0.99
C -1.540 0.883 2.904 0.28 0.01 -0.37
O -0.786 -0.282 3.267 -0.29 0.24 0.14
C 0.116 -0.038 4.264 0.28 0.33 -0.32
O 0.216 -0.724 5.212 0.06 -0.80 0.75
N -1.084 -1.402 0.562 0.03 0.10 0.14
C -2.181 -2.086 1.251 -1.01 -0.28 0.27
O -3.416 -2.051 0.524 0.28 -0.27 0.50
N -3.242 -1.656 -0.881 0.31 -0.02 -0.79
O -3.347 -2.564 -1.581 -0.29 0.19 0.16
H 1.803 -6.061 0.827 0.48 0.22 0.10
H 1.439 -5.492 -0.888 -0.21 -0.46 -0.06
H 0.627 -4.077 1.664 -0.53 -0.06 0.18
H -1.413 -3.904 -0.110 -0.07 -0.17 -0.04
H -0.186 -3.883 -1.330 0.00 -0.23 -0.15
H 1.692 -1.952 -2.689 -0.08 0.01 -0.09
H 1.642 -3.339 -1.647 -0.32 -0.16 0.24
H 3.526 -1.846 -0.281 -0.05 -0.24 0.25
H 3.706 -1.275 -1.934 0.12 0.28 0.14
H 3.500 -3.110 -3.528 0.20 0.23 -0.18
H 3.981 1.801 -2.858 -0.06 0.05 -0.06
H 6.338 1.597 -3.649 -0.15 0.22 -0.09
H 8.060 0.634 -2.206 0.09 0.08 -0.18
H 7.457 -0.193 0.050 0.13 -0.03 0.06
H 5.166 -0.004 0.849 -0.13 0.06 0.09
H 1.073 2.484 -0.182 0.20 0.11 0.23
H -0.176 2.516 1.060 0.19 0.14 0.20
H -2.978 0.156 1.526 -0.13 -0.07 -0.38
H -2.292 1.663 1.022 0.10 0.15 -0.20
H -0.903 1.763 2.990 0.05 0.12 0.04
H -2.373 0.974 3.596 -0.11 0.16 0.01
H 0.777 0.821 4.085 -0.17 0.24 -0.20
H -1.949 -3.122 1.451 0.38 -0.03 -0.05
H -2.378 -1.633 2.210 0.23 0.22 0.12
C -3.326 3.759 -3.688 -0.10 -0.19 0.00
C -4.720 4.245 -4.046 0.39 0.40 -0.04
C -4.694 5.174 -5.251 -0.16 0.00 -0.05
O -5.290 4.916 -2.922 -0.12 -0.12 0.00
H -2.678 4.599 -3.425 -0.03 0.07 -0.13
H -3.365 3.102 -2.821 -0.04 -0.05 -0.03
H -2.869 3.215 -4.516 0.02 0.00 0.01
H -5.366 3.392 -4.259 -0.08 0.02 0.12
H -4.087 6.058 -5.038 0.08 -0.05 0.01
H -5.700 5.520 -5.488 -0.01 -0.05 -0.01
H -4.282 4.674 -6.129 0.02 0.02 0.00
H -4.721 5.671 -2.724 -0.04 0.03 0.13
C 9.762 4.649 -1.262 0.10 -0.16 -0.04
C 8.856 4.673 -2.483 -0.16 0.26 0.46
C 8.078 5.976 -2.571 -0.08 -0.02 -0.17
O 7.950 3.565 -2.440 0.14 -0.06 -0.26
H 9.171 4.733 -0.345 -0.03 0.10 -0.02
H 10.310 3.708 -1.210 0.03 0.02 -0.04
H 10.480 5.469 -1.285 -0.01 0.01 0.02
H 9.455 4.543 -3.385 -0.07 -0.13 -0.04
H 7.437 6.099 -1.694 0.08 0.01 0.06
H 7.431 5.977 -3.449 0.04 0.00 -0.03
H 8.748 6.834 -2.632 -0.01 0.01 0.02
H 7.409 3.659 -1.649 0.01 0.03 0.02
C -0.496 -10.166 0.028 0.15 -0.05 0.09
C -0.549 -8.674 0.313 -0.24 -0.20 -0.43
C -1.894 -8.080 -0.079 0.02 0.18 0.08
O 0.503 -8.003 -0.389 0.03 0.06 0.18
H -0.630 -10.356 -1.040 -0.09 0.03 0.00
H 0.474 -10.574 0.311 -0.01 0.01 0.05
H -1.272 -10.701 0.575 -0.01 0.00 -0.02
H -0.368 -8.498 1.374 0.13 0.09 -0.02
H -2.070 -8.207 -1.151 -0.01 -0.10 0.01
H -1.914 -7.008 0.129 0.00 -0.02 0.06
H -2.711 -8.555 0.463 -0.01 -0.01 -0.02
H 0.365 -8.148 -1.331 0.01 -0.10 0.00
C -1.060 -3.162 9.211 -0.14 -0.12 -0.02
C 0.036 -3.784 8.358 0.03 0.54 0.09
C 1.404 -3.228 8.722 0.11 -0.12 -0.06
O -0.232 -3.554 6.975 -0.03 -0.24 -0.07
H -1.099 -2.081 9.051 0.09 0.01 0.04
H -2.034 -3.567 8.936 0.02 -0.04 0.01
H -0.891 -3.349 10.272 0.00 0.03 0.00
H 0.033 -4.866 8.493 -0.03 -0.03 -0.13
H 1.436 -2.149 8.548 -0.07 0.02 0.07
H 2.178 -3.680 8.102 -0.01 -0.04 0.02
H 1.643 -3.416 9.770 0.00 0.02 0.00
H -0.234 -2.601 6.827 0.04 0.01 -0.04
C -5.314 -5.963 1.586 0.16 -0.10 0.09
C -5.852 -5.140 2.747 -0.08 0.18 -0.53
C -7.158 -4.454 2.380 -0.06 0.06 0.17
O -4.882 -4.166 3.142 0.17 -0.05 0.24
H -5.111 -5.320 0.724 -0.11 0.02 -0.01
H -4.375 -6.446 1.862 -0.03 -0.03 0.04
H -6.025 -6.733 1.282 0.00 0.01 -0.03
H -6.006 -5.784 3.612 0.11 0.07 0.09
H -7.008 -3.768 1.541 0.02 -0.08 -0.06
H -7.528 -3.865 3.219 -0.01 -0.04 0.02
H -7.922 -5.180 2.100 0.00 0.01 -0.02
H -4.731 -3.582 2.391 -0.14 0.00 -0.09
C -6.475 6.735 -0.263 -0.01 -0.13 -0.22
C -5.083 6.613 0.332 -0.30 0.48 0.09
C -4.988 7.297 1.687 0.20 -0.07 0.04
O -4.118 7.172 -0.568 0.15 -0.33 -0.08
H -6.739 7.785 -0.423 0.02 0.03 0.14
H -6.509 6.242 -1.234 -0.06 -0.07 0.04
H -7.229 6.285 0.384 0.00 0.02 0.01
H -4.825 5.558 0.436 0.11 0.00 -0.12
H -5.199 8.365 1.592 -0.10 -0.02 -0.02
H -3.981 7.202 2.096 -0.01 -0.04 0.01
H -5.695 6.868 2.398 -0.02 0.02 -0.01
H -4.327 8.106 -0.678 -0.01 0.01 0.00
C 0.185 3.875 -4.949 -0.07 -0.02 -0.14
C 1.195 5.010 -5.012 -0.09 -0.21 0.52
C 2.432 4.696 -4.182 0.14 0.08 -0.07
O 0.598 6.219 -4.550 0.05 0.08 -0.24
H -0.150 3.719 -3.918 0.06 -0.02 0.02
H -0.698 4.115 -5.541 0.03 0.00 -0.03
H 0.612 2.942 -5.321 -0.01 0.00 0.01
H 1.485 5.186 -6.048 -0.04 0.14 0.00
H 2.161 4.562 -3.129 -0.06 -0.06 -0.01
H 3.145 5.518 -4.231 0.01 -0.01 -0.03
H 2.925 3.786 -4.533 0.00 -0.01 0.00
H 0.333 6.088 -3.634 -0.02 0.00 0.01
```
Positions in Å, forces in eV/Å.

Computed properties:
highest occupied orbital energy: -11.427 eV
charge: +1
E_LUMO: -0.1428 Ha
HOMO-LUMO gap: 7.5 eV



2.
Below is C11H26BaN6O7 as an isolated structure, with properties calculated with ωB97M-V with the def2-TZVPD basis set.

```
51
Properties=species:S:1:pos:R:3:forces:R:3
O -1.018 -0.100 -4.645 -0.45 0.48 0.26
H -0.768 0.212 -5.525 0.10 -0.20 0.36
Ba -0.225 0.166 -0.692 0.70 2.26 0.08
N -0.423 2.768 0.509 0.42 -0.01 -1.03
N 0.763 2.457 -1.664 -0.33 0.46 1.18
N -2.380 -1.049 0.736 0.60 -2.75 1.15
N -1.783 -1.786 -1.658 0.02 -2.85 0.98
O -0.648 2.172 1.638 -0.63 -0.67 1.85
O -2.369 -0.831 2.129 -0.53 0.19 -0.77
O -0.871 -2.166 -2.669 -1.08 0.53 -0.53
O 1.498 1.653 -2.361 1.20 -1.12 -1.32
C 1.427 3.311 -0.812 -1.40 -0.23 0.12
C 0.755 3.477 0.417 -0.24 0.02 -1.03
C -2.515 -2.353 0.489 -0.08 3.10 1.19
C -2.045 -2.788 -0.816 0.52 2.36 -2.50
C 1.253 4.295 1.550 0.24 0.02 0.58
H 1.502 3.633 2.395 -0.17 0.38 -0.04
H 0.470 5.007 1.855 0.17 -0.27 0.16
H 2.144 4.886 1.301 -0.21 -0.26 -0.03
C 2.781 3.809 -1.145 0.65 0.07 -0.20
H 2.817 4.131 -2.191 0.02 -0.20 0.05
H 3.523 3.004 -1.028 -0.03 0.21 -0.13
H 3.109 4.664 -0.544 -0.19 -0.22 0.06
C -2.875 -3.290 1.575 -0.09 -0.58 0.35
C -1.749 -4.220 -1.054 0.44 -0.61 0.00
H -3.453 -2.741 2.321 0.14 -0.30 -0.04
H -1.977 -3.709 2.054 -0.18 0.27 0.00
H -3.449 -4.149 1.215 0.01 0.19 -0.11
H -0.930 -4.360 -1.759 -0.09 0.16 0.00
H -2.623 -4.724 -1.468 -0.13 0.09 -0.06
H -1.499 -4.754 -0.133 -0.02 0.22 -0.07
H -2.058 0.088 2.248 -0.04 0.10 -0.40
H -1.032 -1.519 -3.419 0.30 -0.51 0.56
C -1.673 0.999 -3.949 -0.12 0.03 -0.08
H -0.955 1.679 -3.466 0.02 -0.25 -0.20
H -2.327 0.566 -3.178 0.19 0.08 -0.28
H -2.307 1.576 -4.643 0.22 -0.25 0.28
O -2.728 1.511 -0.711 -0.59 -0.54 0.60
H -3.208 0.867 -0.148 0.34 0.61 -0.52
H -2.463 2.230 -0.104 0.41 -0.09 -0.26
C 2.151 -2.423 3.624 -0.07 -0.02 0.17
N 2.956 -1.520 2.829 0.25 -0.09 0.06
C 2.552 -0.822 1.743 -0.54 0.52 -0.66
N 3.556 -0.036 1.253 -0.28 -0.12 -0.16
O 1.408 -0.846 1.226 1.38 -0.41 0.81
H 1.340 -1.885 4.136 0.14 -0.22 -0.22
H 2.811 -2.856 4.385 -0.26 0.06 -0.21
H 1.741 -3.239 3.012 0.04 0.28 0.16
H 3.921 -1.349 3.101 -0.63 -0.28 0.12
H 3.390 0.474 0.397 0.17 0.02 0.16
H 4.484 -0.119 1.647 -0.29 0.29 -0.47
```
Positions in Å, forces in eV/Å.

Computed properties:
highest occupied orbital energy (spin up / spin down): -4.974 / -4.906 eV
E_LUMO (spin up / spin down): -0.0338 / -0.0339 Ha
HOMO-LUMO gap (spin up / spin down): 4.1 / 4.0 eV